No. 1
Below is a molecular structure, C26H28Be2Cl5FN2Na2O12, with properties calculated with ωB97M-V/def2-TZVPD.

Calculated values
lowest unoccupied orbital energy = -0.162 Eh
E_HOMO = -0.208 Eh
total charge = 0
frontier orbital gap = 1.255 eV

Geometry as XYZ:
```
78
C26H28Be2Cl5FN2Na2O12, DFT ωB97M-V/def2-TZVPD
N 0.90 -3.08 -0.61
C 2.03 -3.86 -1.00
O 2.47 -3.91 -2.11
C 2.74 -4.67 0.09
C 2.73 -3.99 1.48
C 3.62 -2.74 1.61
C 4.33 -2.11 0.38
C 5.76 -1.73 0.91
C 5.39 -1.59 2.40
O 5.58 -0.70 3.17
N 4.69 -2.81 2.62
H 1.16 -2.09 -0.57
H 0.19 -3.18 -1.31
H 2.14 -5.58 0.20
H 3.75 -4.95 -0.22
H 3.10 -4.74 2.20
H 1.71 -3.73 1.73
H 2.94 -1.97 2.07
H 4.36 -2.65 -0.57
H 3.82 -1.15 0.20
H 6.19 -0.88 0.40
H 6.30 -2.67 0.81
H 4.37 -2.95 3.57
Na 2.68 -0.07 2.34
C -5.14 -2.82 -0.80
C -3.77 -2.96 -1.04
C -2.93 -1.87 -0.90
C -3.45 -0.64 -0.52
C -4.81 -0.49 -0.30
C -5.66 -1.59 -0.43
C -5.38 0.84 0.06
O -6.58 0.96 0.26
C -4.47 2.01 0.16
C -4.98 3.26 0.44
C -4.13 4.35 0.55
C -2.76 4.19 0.40
C -2.24 2.94 0.12
C -3.09 1.85 -0.01
C -2.52 0.52 -0.35
O -1.32 0.36 -0.48
H -5.80 -3.67 -0.90
H -3.38 -3.91 -1.35
H -1.86 -1.95 -1.08
H -6.72 -1.48 -0.25
H -6.05 3.39 0.57
H -4.54 5.33 0.76
H -2.10 5.04 0.49
H -1.17 2.81 -0.01
C 0.17 1.74 6.33
Cl -0.99 2.50 5.23
Cl -0.59 1.37 7.88
Cl 0.75 0.24 5.57
Cl 1.54 2.82 6.59
O 2.55 2.86 1.22
C 1.92 3.90 0.74
C 2.65 5.30 1.19
O 1.99 6.33 0.69
H 0.86 4.03 1.06
H 1.85 3.96 -0.37
H 3.70 5.18 0.86
H 2.73 5.24 2.28
Be -0.27 3.05 2.86
O -2.28 -4.01 -6.26
C -3.08 -4.24 -5.34
C -2.15 -5.01 -4.04
O -2.91 -5.27 -3.10
H -3.90 -4.95 -5.52
H -3.56 -3.38 -4.83
H -1.31 -4.33 -3.84
H -1.65 -5.87 -4.52
Na -0.75 -3.11 -2.99
O 2.84 7.58 -3.99
Cl 2.64 7.34 -2.62
O 2.04 6.00 -2.42
O 1.59 8.24 -2.03
O 3.85 7.43 -1.90
Be 0.83 6.84 -1.20
F 0.81 -0.48 -2.78
```

***

No. 2
Below is a molecular structure, C26H28Cl3N4O4Ti, with properties calculated with ωB97M-V/def2-TZVPD.

Calculated values
lowest unoccupied orbital energy (alpha / beta) = -0.228 / -0.227 Eh
⟨S²⟩ = 0.758
relative energy (zero: lowest compared OMol25 entry of this formula, charge and spin) = 62.4 kJ/mol
E_HOMO (alpha / beta) = -0.441 / -0.510 Eh
total charge = +2
frontier orbital gap (alpha / beta) = 5.787 / 7.715 eV
spin multiplicity = 2

Geometry as XYZ:
```
66
C26H28Cl3N4O4Ti, DFT ωB97M-V/def2-TZVPD
Ti 0.88 0.26 0.48
C -2.45 6.36 -0.83
C -1.89 4.96 -0.83
C -1.50 4.33 -2.00
C -1.01 3.02 -2.01
C -0.65 2.46 -3.29
N -0.94 1.30 -3.73
C -1.99 0.37 -3.23
C -1.60 -1.11 -3.39
C -1.14 -1.76 -2.10
N -2.30 -2.18 -1.27
C -2.28 -2.98 -0.25
C -1.14 -3.37 0.49
C -1.08 -4.71 0.96
C 0.05 -5.22 1.55
C 0.15 -6.65 2.00
C 1.12 -4.32 1.74
C 1.07 -2.99 1.40
C 2.06 -2.07 2.00
N 2.05 -0.80 1.86
C 2.72 0.00 2.90
C 1.62 0.47 3.85
C 0.77 1.64 3.35
N 0.20 1.54 1.96
C -0.61 2.52 1.70
C -1.07 3.00 0.40
C -1.67 4.25 0.35
C -0.75 2.34 -0.80
O -0.17 1.17 -0.78
C -0.08 -2.47 0.77
O -0.23 -1.21 0.58
H -3.10 6.53 -1.69
H -1.64 7.10 -0.87
H -3.03 6.55 0.08
H -1.62 4.86 -2.94
H -0.08 3.08 -3.99
H -0.58 1.07 -4.65
H -2.87 0.60 -3.83
H -2.20 0.63 -2.20
H -0.80 -1.21 -4.13
H -2.45 -1.66 -3.81
H -0.53 -1.07 -1.55
H -0.54 -2.66 -2.27
H -3.21 -1.98 -1.66
H -3.25 -3.41 0.00
H -1.93 -5.36 0.80
H -0.74 -7.22 1.73
H 0.28 -6.71 3.08
H 1.01 -7.15 1.55
H 2.02 -4.69 2.23
H 2.76 -2.51 2.71
H 3.23 0.85 2.44
H 3.46 -0.60 3.43
H 2.07 0.81 4.78
H 0.98 -0.38 4.09
H 1.39 2.53 3.36
H -0.05 1.80 4.05
H -0.91 3.16 2.53
H -1.93 4.73 1.30
Cl 5.18 -0.80 -1.04
C 4.26 0.65 -1.46
Cl 5.14 2.08 -0.97
Cl 3.96 0.70 -3.21
C 2.89 0.55 -0.76
O 2.52 1.41 0.09
O 2.14 -0.44 -1.04
```

***

No. 3
Below is 7 unconnected molecules or ions with the total composition C26H28F11INO22P, with properties calculated with ωB97M-V/def2-TZVPD.

Calculated values
lowest unoccupied orbital energy = 0.014 Eh
relative energy (zero: lowest compared OMol25 entry of this formula, charge and spin) = 732.8 kJ/mol
E_HOMO = -0.308 Eh
total charge = 0
frontier orbital gap = 8.766 eV

Geometry as XYZ:
```
90
C26H28F11INO22P, DFT ωB97M-V/def2-TZVPD
C 0.05 -3.96 -1.21
C 0.72 -2.92 -0.16
C -0.07 -1.52 0.12
I 0.90 0.16 -0.97
C -1.70 -1.56 -0.05
P -2.53 -0.76 -1.60
N -1.64 -1.08 -3.10
O -2.46 1.01 -1.38
O -2.09 -0.54 0.99
C -3.22 -0.87 1.89
O -4.05 -0.07 2.59
O -3.28 -2.35 1.88
C -2.51 -2.82 0.69
C -3.50 -3.76 -0.21
F -3.08 -3.97 -1.62
F -3.47 -5.13 0.43
C -5.07 -3.32 -0.23
F -5.32 -1.86 -0.28
F -5.87 -3.85 0.91
F -5.70 -3.88 -1.49
H -0.69 -4.65 -0.58
H 0.88 -4.69 -1.64
H -0.59 -3.49 -2.06
H 1.80 -2.62 -0.59
H 0.96 -3.45 0.89
H 0.13 -1.25 1.26
H -0.71 -1.52 -2.96
H -2.22 -1.57 -3.82
H -3.36 1.33 -1.09
H -1.71 -3.52 1.22
O 0.46 4.76 2.69
C -0.61 4.23 2.42
O -1.70 4.24 3.24
C -2.76 3.64 2.50
C -2.03 2.81 1.50
F -2.72 2.73 0.35
O -0.85 3.55 1.26
H -3.36 4.43 2.04
H -3.39 3.04 3.16
H -1.76 1.81 1.86
O 3.60 -1.68 -3.95
C 4.08 -0.57 -3.78
O 3.95 0.46 -4.67
C 4.53 1.60 -4.05
C 5.47 0.98 -3.07
F 5.59 1.76 -1.96
O 4.82 -0.22 -2.70
H 3.74 2.19 -3.56
H 5.04 2.22 -4.78
H 6.46 0.75 -3.48
O 0.79 -0.03 3.20
C 0.80 0.65 4.21
O -0.33 1.11 4.83
C 0.10 1.73 6.03
C 1.52 2.08 5.72
F 2.28 2.03 6.84
O 1.93 1.04 4.86
H 0.01 1.03 6.86
H -0.50 2.62 6.25
H 1.65 3.04 5.22
O 5.97 4.15 -3.30
C 7.16 4.08 -3.07
O 7.80 4.78 -2.08
C 9.14 4.31 -2.06
C 9.31 3.77 -3.44
F 10.17 2.73 -3.44
O 8.03 3.29 -3.77
H 9.24 3.54 -1.29
H 9.83 5.13 -1.85
H 9.63 4.52 -4.18
O -4.04 5.18 5.28
C -5.11 4.65 5.01
O -6.20 4.66 5.83
C -7.26 4.06 5.10
C -6.53 3.23 4.10
F -7.22 3.15 2.94
O -5.35 3.97 3.85
H -7.86 4.85 4.64
H -7.89 3.46 5.75
H -6.26 2.23 4.45
O -0.57 -4.40 -3.77
C -0.29 -5.53 -4.13
O -0.69 -6.08 -5.32
C -0.05 -7.34 -5.41
C 0.24 -7.66 -3.99
F 1.38 -8.39 -3.88
O 0.47 -6.40 -3.40
H 0.85 -7.23 -6.02
H -0.71 -8.08 -5.88
H -0.58 -8.17 -3.47
```

***

What is the total charge in the second record? +2